# 1
DFT (wB97M-V/def2-TZVPD) results for a molecular structure, C7H14N2 in a non-equilibrium geometry.

Atoms and positions in Å:
C -1.9267 1.2539 1.2800
C -0.0207 2.1505 0.0303
C 1.4928 0.0933 0.2000
C 0.9387 -1.1319 0.6255
C 1.4618 -1.9788 -0.5128
C -0.3851 -0.3902 0.1967
C -1.0367 -0.4259 -1.2413
H -1.4073 1.2256 2.3790
H -1.9885 0.3218 0.7531
H -2.9847 1.8803 1.1818
H 0.7166 2.8606 -0.5316
H 2.3722 0.4594 0.8814
H 1.7034 0.2409 -0.9005
H 1.3792 -1.3366 1.5896
H 2.6383 -2.1376 -0.7903
H 1.4137 -3.1978 -0.2222
H 1.0523 -1.5723 -1.5704
H -1.1100 -0.4975 0.8817
H -1.2846 -1.4966 -1.6860
H -0.2409 -0.0165 -1.9403
H -1.8333 0.2105 -1.4698
N -1.2287 2.5207 0.5176
N 0.2783 0.9643 0.3484

Forces on atoms 1 to 2 (eV/Å):
C -1.9799 6.9586 1.0032
C -4.0973 5.0198 0.6994

Properties
2S+1   1
Energy above the lowest of the compared OMol25 structures with the same formula, charge and spin   8.504 eV
LUMO level   0.0300 hartree
HOMO level   -8.03 eV
Max |F|   9.23 eV Å⁻¹
Calculated total energy   -384.3194 a.u.

=====

# 2
DFT (wB97M-V/def2-TZVPD) results for 2 unconnected molecules or ions with the total composition C7H14N2O3 in a non-equilibrium geometry.

Atoms and positions in Å:
C -1.2668 -1.0200 0.3598
C -2.7400 -0.6950 0.6491
O -3.5176 -1.5329 -0.1940
C -3.0401 0.7609 0.3055
C -2.8263 0.9700 -1.1936
O -2.2047 1.6774 1.0269
H -1.0451 -2.0026 0.7877
H -1.0606 -1.0685 -0.7043
H -0.6189 -0.2845 0.8568
H -3.0090 -0.9004 1.7030
H -4.4253 -1.2361 -0.1526
H -4.0869 0.9692 0.5425
H -3.3209 0.2301 -1.7998
H -3.2446 1.9537 -1.4507
H -1.7672 0.9372 -1.4176
H -2.2988 1.5074 1.9657
N 4.7910 0.1457 0.8419
C 3.5936 0.0655 0.1022
C 2.8593 -1.1418 -0.1122
N 1.6880 -0.8991 -0.6687
O 1.6403 0.4664 -0.9609
C 2.8065 0.9994 -0.5373
H 4.6333 -0.3645 1.7179
H 5.0038 1.1152 1.0513
H 3.2106 -2.1417 0.0779
H 3.0155 2.0388 -0.8073

Forces on atoms 1 to 2 (eV/Å):
C -0.4422 -0.2878 1.0670
C 0.6716 -0.0286 -0.2311

Properties
2S+1   1
Energy above the lowest of the compared OMol25 structures with the same formula, charge and spin   3.564 eV
LUMO level   0.0281 hartree
SMILES   C[C@H](O)[C@H](C)O.Nc1cnoc1
HOMO level   -8.77 eV
Max |F|   1.59 eV Å⁻¹
Calculated total energy   -610.2746 a.u.

=====

# 3
DFT (wB97M-V/def2-TZVPD) results for a single C7H14N2O4S molecule in a non-equilibrium geometry.

Atoms and positions in Å:
C 2.9920 1.4265 -0.2092
C 1.8102 1.0433 0.6911
O 0.9617 2.1708 0.7755
C 0.9220 -0.1589 0.1722
N -0.1688 -0.4326 1.1420
C -1.3749 -1.0384 0.9511
O -1.8825 -1.5970 1.8841
C -1.9489 -0.9652 -0.5247
N -3.2106 -1.7554 -0.8249
C -2.1500 0.4615 -0.8614
S -3.3958 1.3148 0.2017
C 1.8503 -1.3632 -0.0010
O 1.8897 -2.0783 0.9750
O 2.5501 -1.4157 -1.1224
H 2.7626 1.9838 -1.1068
H 3.7016 2.0285 0.2977
H 3.4083 0.4939 -0.6185
H 2.2190 0.8487 1.6591
H 0.0750 1.8064 0.9654
H 0.6281 0.2008 -0.8282
H 0.2649 -0.7336 2.0844
H -1.1792 -1.4367 -1.1690
H -3.0049 -2.6572 -0.4170
H -3.7852 -1.4260 -0.0425
H -2.5061 0.5106 -1.9036
H -1.2255 1.0254 -0.8047
H -2.6030 2.4003 0.3938
H 2.4002 -0.6569 -1.7593

Forces on atoms 1 to 2 (eV/Å):
C -0.6958 -1.5576 -0.9258
C -0.6128 0.6613 -1.1807

Properties
2S+1   1
Energy above the lowest of the compared OMol25 structures with the same formula, charge and spin   1.683 eV
LUMO level   0.0026 hartree
SMILES   C[C@@H](O)[C@H](NC(=O)[C@@H](N)CS)C(=O)O
HOMO level   -9.50 eV
Max |F|   3.20 eV Å⁻¹
Calculated total energy   -1083.7720 a.u.

=====

# 4
DFT (wB97M-V/def2-TZVPD) results for a single C7H14N2Si molecule in a non-equilibrium geometry.

Atoms and positions in Å:
C 2.6348 -1.4506 -0.5163
C 2.9408 -0.3267 0.2726
C 0.4578 -0.6912 -0.4251
C 1.9251 1.7040 1.2498
C -1.5113 1.2118 0.7932
C -2.3228 -2.0300 0.3450
C -1.6433 0.2125 -2.0599
N 1.3442 -1.4362 -0.7814
N 1.9099 0.4542 0.5555
Si -1.2972 -0.4334 -0.2650
H 3.2678 -2.0270 -1.1705
H 3.8724 0.1381 0.6648
H 1.4979 1.5565 2.3087
H 2.9211 2.2102 1.1932
H 1.2076 2.2804 0.8107
H -1.2279 2.0184 0.1594
H -2.4335 1.3854 1.3766
H -0.8316 1.1096 1.5431
H -3.3540 -1.8317 -0.0623
H -1.9691 -2.9678 -0.1279
H -2.2994 -2.1811 1.4423
H -0.7160 0.3584 -2.5014
H -2.2715 -0.4722 -2.6685
H -2.1017 1.2085 -2.1362

Forces on atoms 1 to 2 (eV/Å):
C 1.1434 0.3712 -0.1792
C -0.7333 2.6249 0.7655

Properties
2S+1   1
Energy above the lowest of the compared OMol25 structures with the same formula, charge and spin   4.137 eV
LUMO level   0.0326 hartree
HOMO level   -7.46 eV
Max |F|   3.52 eV Å⁻¹
Calculated total energy   -674.0212 a.u.

=====

# 5
DFT (wB97M-V/def2-TZVPD) results for 2 unconnected molecules or ions with the total composition C7H14N3 in a non-equilibrium geometry.

Atoms and positions in Å:
C 4.2038 -0.3373 0.5579
C -1.9158 -1.5598 -0.0731
C -0.3785 -1.8474 0.0387
C -2.2330 -0.1102 0.4105
C 3.7167 0.8052 0.1795
C -0.1428 0.6314 -0.4424
C -1.9719 2.2349 -0.1520
N 3.0155 -0.3793 -0.3776
N 0.3011 -0.6330 -0.3438
N -1.3834 0.9321 -0.1944
H 4.6996 -0.9493 1.2489
H -2.5114 -1.5745 -1.0580
H -2.4292 -2.3588 0.6230
H -0.1208 -2.0069 1.0664
H -0.1674 -2.7855 -0.5891
H -3.2403 0.1447 0.2924
H -1.9987 -0.0772 1.5302
H 3.8676 1.9288 0.0810
H 0.5586 1.3407 -0.6974
H -2.7837 2.3843 -0.8978
H -2.4730 2.5023 0.7910
H -1.1298 2.9804 -0.1200
H 1.3418 -0.6162 -0.5192
H 3.1749 -0.6491 -1.3546

Forces on atoms 1 to 2 (eV/Å):
C -1.7089 2.5045 -0.9676
C -1.8594 -0.4582 0.6348

Properties
2S+1   1
Energy above the lowest of the compared OMol25 structures with the same formula, charge and spin   5.055 eV
LUMO level   -0.1001 hartree
HOMO level   -12.04 eV
Charge   +1
Max |F|   4.28 eV Å⁻¹
Calculated total energy   -439.0024 a.u.

=====

# 6
DFT (wB97M-V/def2-TZVPD) results for a gas-phase ion, C7H14N3 (charge +1) in a non-equilibrium geometry.

Atoms and positions in Å:
H -1.5965 -2.9349 -0.1411
N -0.9137 -2.2575 -0.2383
C -1.2204 -1.0433 -0.1098
N -2.4467 -0.5069 0.2953
N -2.2057 0.9345 0.3245
C -1.0579 1.2824 -0.5777
C -0.1228 0.1096 -0.1984
C 0.6039 0.3122 1.1526
C 2.1965 0.2999 0.8579
C 2.4016 -0.5140 -0.4168
C 1.0163 -0.2688 -1.1539
H -3.2081 -0.6329 -0.4050
H -1.8511 1.1772 1.2713
H -2.9898 1.5115 0.0891
H -0.6411 2.2233 -0.4389
H -1.3523 1.2332 -1.6156
H 0.5249 -0.6756 1.6092
H 0.0862 1.0251 1.8308
H 2.6055 -0.2216 1.7301
H 2.5901 1.3646 0.8912
H 3.2531 -0.1882 -1.0441
H 2.3996 -1.5537 -0.1712
H 1.1501 0.4719 -1.8746
H 0.7781 -1.1479 -1.6664

Forces on atoms 1 to 2 (eV/Å):
H -1.9478 -1.5670 0.4367
N 1.5751 2.5563 -0.6061

Properties
2S+1   1
Energy above the lowest of the compared OMol25 structures with the same formula, charge and spin   3.202 eV
LUMO level   -0.1307 hartree
SMILES   [H]/N=C1\N[NH2+]CC12CCCC2
HOMO level   -14.15 eV
Charge   +1
Max |F|   3.06 eV Å⁻¹
Calculated total energy   -439.0705 a.u.

=====

# 7
DFT (wB97M-V/def2-TZVPD) results for a gas-phase ion, C7H14N3O (charge +1) in a non-equilibrium geometry.

Atoms and positions in Å:
C -0.1978 2.0792 -0.9617
O 1.0536 1.5117 -0.5638
C 1.1509 0.1984 -0.2276
C 2.6383 -0.0401 0.0181
C 0.5459 -0.8051 -1.5098
N -0.6277 -1.3306 -1.5364
C -1.5150 -1.0992 -0.4328
C -2.9179 -1.4806 -0.6656
N -1.0971 -0.7236 0.7020
N 0.2430 -0.3867 0.9644
C 0.2683 0.4333 2.2415
H -0.4779 1.9151 -1.9807
H -0.1272 3.1480 -0.8424
H -0.9808 1.6990 -0.2572
H 3.0752 0.7681 -0.5483
H 3.0249 -1.0659 -0.1907
H 2.8224 0.2912 1.0442
H 1.2725 -0.8926 -2.2237
H -3.0914 -2.2661 0.0812
H -2.8716 -1.8675 -1.6320
H -3.5919 -0.7350 -0.3799
H 0.6275 -1.2905 1.2208
H 0.8875 0.0121 3.1137
H 0.6215 1.3730 1.9708
H -0.7349 0.5544 2.5960

Forces on atoms 1 to 2 (eV/Å):
C -1.0716 -0.3103 1.6648
O -0.3735 0.0975 0.6557

Properties
2S+1   1
Energy above the lowest of the compared OMol25 structures with the same formula, charge and spin   3.976 eV
LUMO level   -0.1544 hartree
SMILES   CO[C@]1(C)C=NC(C)=N[N@@H+]1C
HOMO level   -13.60 eV
Charge   +1
Max |F|   5.28 eV Å⁻¹
Calculated total energy   -514.2637 a.u.

=====

# 8
DFT (wB97M-V/def2-TZVPD) results for 2 unconnected molecules or ions with the total composition C7H14N3O in a non-equilibrium geometry.

Atoms and positions in Å:
C -1.3590 -0.6032 1.4542
C -0.4749 -0.0657 -1.2579
C -2.2789 -0.0278 0.3019
C -1.9389 -0.5386 -1.0877
C 0.3845 -0.2808 -0.1366
C 2.4260 -1.5692 0.2370
C 0.2172 2.8159 0.2752
N 0.0003 -0.5902 1.0270
N -0.3372 0.6897 -2.2934
N 1.7889 -0.4409 -0.4695
O 0.9843 2.0059 -0.1403
H -1.6126 -1.5485 1.9442
H -3.2626 -0.4003 0.4138
H -2.2101 1.0481 0.4470
H -2.5241 -0.1399 -1.8622
H -2.1348 -1.6683 -1.0679
H 2.3283 -1.5350 1.3171
H 2.0446 -2.5200 -0.0803
H 3.5465 -1.5518 -0.0908
H -1.3773 0.1369 2.2713
H -0.3644 2.5486 1.1817
H -0.0099 3.6593 -0.3712
H 0.4497 1.2861 -2.5094
H 1.9564 -0.4786 -1.5589
H 2.2115 0.4204 0.0036

Forces on atoms 1 to 2 (eV/Å):
C -0.8109 1.7254 -0.9603
C -2.7945 1.5946 -3.6644

Properties
2S+1   1
Energy above the lowest of the compared OMol25 structures with the same formula, charge and spin   3.473 eV
LUMO level   -0.1492 hartree
HOMO level   -13.21 eV
Charge   +1
Max |F|   4.88 eV Å⁻¹
Calculated total energy   -514.2822 a.u.

=====

# 9
DFT (wB97M-V/def2-TZVPD) results for a gas-phase ion, C7H14N3O (charge +1) in a non-equilibrium geometry.

Atoms and positions in Å:
C 0.1979 -0.0322 2.8755
C -0.3204 0.6259 1.6724
C -1.1149 -0.0973 0.7475
O -1.5094 -1.2427 0.8169
N -1.6397 0.6969 -0.4471
C -1.2423 0.2388 -1.6300
N -1.9761 0.3342 -2.7338
N -0.0058 -0.2879 -1.6656
C 0.7686 -0.1879 -0.4320
C 1.6562 1.0157 -0.4426
C 1.2939 -1.4866 0.0489
H 1.2388 0.2249 3.0725
H 0.0635 -1.1101 2.8211
H -0.3759 0.3319 3.7329
H -0.1308 1.6760 1.5103
H -2.5768 1.0630 -0.3523
H -2.9051 0.7188 -2.7082
H -1.6230 0.0426 -3.6317
H 0.2519 -0.9741 -2.3569
H 2.3974 0.8948 -1.2385
H 1.1050 1.9287 -0.6554
H 2.1914 1.1222 0.4962
H 1.9747 -1.3511 0.8839
H 1.8208 -2.0183 -0.7459
H 0.4603 -2.1263 0.3621

Forces on atoms 1 to 2 (eV/Å):
C 0.0198 -0.2074 0.0546
C 0.4672 -0.5331 -1.6389

Properties
2S+1   1
Energy above the lowest of the compared OMol25 structures with the same formula, charge and spin   1.639 eV
LUMO level   -0.1697 hartree
SMILES   C/C=C(\[O-])NC(=[NH2+])[NH+]=C(C)C
HOMO level   -12.35 eV
Charge   +1
Max |F|   1.79 eV Å⁻¹
Calculated total energy   -514.3495 a.u.

=====

# 10
DFT (wB97M-V/def2-TZVPD) results for 2 unconnected molecules or ions with the total composition C7H14N6O2 in a non-equilibrium geometry.

Atoms and positions in Å:
C 3.5204 1.6826 0.5402
C 3.7128 0.3425 0.2048
C 1.6841 0.5924 0.9330
C -0.4160 1.3308 -0.8318
C 2.1326 -1.6777 0.3847
C -2.6811 1.3909 -0.5326
C -1.4970 -1.7948 -0.2683
N 0.4222 1.9169 -1.4033
N 2.5042 -0.2655 0.4020
N 2.3176 1.8028 0.9984
N 4.8518 -0.3196 -0.3645
N -1.4249 0.6087 -0.3769
N -1.1725 -0.4959 0.3783
O 5.9216 0.2139 -0.1996
O 4.5648 -1.3677 -0.9688
H 4.1945 2.5217 0.3001
H 1.3863 -1.8755 1.1931
H 1.5581 -1.7558 -0.5488
H 3.1201 -2.0793 0.4499
H -2.8797 1.6918 0.5265
H -2.3871 2.1569 -1.2631
H -3.4732 0.8662 -1.0996
H -1.5327 -2.6784 0.4626
H -2.5968 -1.6651 -0.7363
H -0.7918 -1.9954 -1.1153
H 0.8304 2.2772 -2.2288
H 1.7474 2.6514 1.0903
H -1.5701 -0.2508 1.2700
H 0.8044 0.3367 1.4331

Forces on atoms 1 to 2 (eV/Å):
C 4.2685 -0.3506 -2.1329
C -0.7030 1.6266 0.0953

Properties
2S+1   1
Energy above the lowest of the compared OMol25 structures with the same formula, charge and spin   0.000 eV
LUMO level   -0.2912 hartree
HOMO level   -17.59 eV
Charge   +2
Max |F|   4.78 eV Å⁻¹
Calculated total energy   -753.2836 a.u.

=====

# 11
DFT (wB97M-V/def2-TZVPD) results for 2 unconnected molecules or ions with the total composition C7H14NO5S in a non-equilibrium geometry.

Atoms and positions in Å:
C -0.6547 1.5835 -1.0521
C -0.1447 -1.2149 -2.4698
C -0.1124 -1.5469 1.0546
C -0.0669 0.4994 2.3852
C -2.0407 -0.1565 1.1135
C 1.0120 -0.3350 -1.9910
C 0.5379 0.7920 -1.0941
N -0.5719 -0.0912 1.0961
O 0.3314 2.0790 -1.8437
O 3.0346 1.5859 -0.9627
O -1.7361 1.8932 -0.7881
O 2.3836 0.2029 0.8311
O 1.5025 2.5133 0.6997
S 1.9749 1.3436 -0.0108
H 0.1148 -2.1566 -2.9612
H -0.7560 -0.7811 -3.2145
H -0.7240 -1.4323 -1.5266
H 0.9740 -1.4469 1.0222
H -0.4836 -2.0208 2.0547
H -0.5748 -1.9682 0.1804
H -0.7092 1.3523 2.7188
H -0.1138 -0.2981 3.2057
H 0.8437 0.9419 2.1915
H -2.3928 -0.8666 0.4492
H -2.4381 -0.2535 2.1723
H -2.3619 0.7187 0.7414
H 1.5985 -0.0194 -2.7614
H 1.5736 -0.9176 -1.2404

Forces on atoms 1 to 2 (eV/Å):
C 3.6383 -0.0918 -2.1133
C -0.1200 -0.7533 1.5410

Properties
2S+1   1
Energy above the lowest of the compared OMol25 structures with the same formula, charge and spin   1.752 eV
LUMO level   0.1251 hartree
HOMO level   -5.38 eV
Charge   -1
Max |F|   4.64 eV Å⁻¹
Calculated total energy   -1104.2237 a.u.

=====

# 12
DFT (wB97M-V/def2-TZVPD) results for a single C7H14NP molecule in a non-equilibrium geometry.

Atoms and positions in Å:
C -4.3907 0.1397 0.3423
C -2.9245 -0.2291 0.2078
C -2.0074 0.5057 -0.4311
C -0.6626 0.0249 -0.6744
C -0.1157 -0.8892 0.2408
C 1.3521 -1.2176 0.1827
P 2.2450 0.3283 0.2848
C 4.1046 0.0897 -0.2923
N 1.4303 1.4140 -0.4849
H -4.3654 1.3317 0.2397
H -4.8587 -0.2884 1.1697
H -5.0168 -0.2651 -0.5736
H -2.5834 -1.1497 0.6716
H -2.2405 1.4392 -0.9928
H -0.1377 0.3224 -1.5236
H -0.7160 -1.0266 1.1866
H 1.6292 -1.8128 1.0342
H 1.5662 -1.8902 -0.6596
H 2.3005 0.3932 1.5813
H 4.5476 -0.8554 -0.2259
H 4.7422 0.7481 0.4978
H 4.2738 0.6114 -1.2519
H 1.8280 2.2757 -0.5292

Forces on atoms 1 to 2 (eV/Å):
C 0.7747 2.3108 -3.8810
C -0.6045 0.3583 0.0069

Properties
2S+1   1
Energy above the lowest of the compared OMol25 structures with the same formula, charge and spin   1.117 eV
LUMO level   0.0387 hartree
SMILES   C/C=C/C=C/C[P@@H](C)=N
HOMO level   -7.58 eV
Max |F|   5.23 eV Å⁻¹
Calculated total energy   -671.0925 a.u.